{
  "formula": "C5H19NO6",
  "method": "the ωB97M-V functional and the def2-TZVPD basis",
  "gap_ev": 7.267,
  "total_charge": -2,
  "relative_energy_kcal_mol": 46.78,
  "elements": ["C", "O", "C", "C", "C", "C", "O", "N", "H", "H", "H", "H", "H", "H", "H", "H", "H", "H", "H", "H", "H", "O", "H", "H", "O", "H", "H", "O", "H", "H", "O"],
  "coordinates": [[-1.556, -0.148, -2.430], [-1.091, -1.427, -2.437], [-0.852, 0.728, -1.432], [-0.856, 0.156, -0.060], [-0.097, 1.089, 0.998], [-0.999, 2.096, 1.713], [-1.118, 1.839, 2.991], [0.614, 0.845, -2.016], [-1.413, 0.152, -3.477], [-2.640, -0.252, -2.367], [-1.142, 1.765, -1.374], [-1.906, -0.171, 0.339], [-0.530, -0.894, -0.005], [0.331, 0.393, 1.601], [0.655, 1.626, 0.339], [-1.957, 2.139, 1.181], [-0.612, 3.162, 1.664], [0.760, 0.059, -2.703], [1.196, 0.773, -1.260], [2.637, -0.907, -1.266], [3.205, 0.255, -2.030], [3.123, 0.037, -1.106], [1.233, -1.460, 1.172], [0.671, -1.228, 2.652], [1.160, -1.805, 2.072], [-1.584, -0.794, 3.411], [-0.754, 0.722, 3.434], [-0.588, -0.449, 3.606], [0.122, -1.549, -2.033], [1.407, -2.823, -2.325], [1.286, -1.995, -2.075]],
  "forces_ev_per_a": [[-0.8, -0.5, -1.5], [1.9, -1.6, 1.4], [2.1, 0.0, -1.6], [-1.3, -1.0, 2.6], [-1.3, 1.2, -4.8], [1.0, 1.2, -1.4], [-0.7, -0.7, 4.0], [-3.8, -0.1, -2.4], [0.1, 1.4, -0.2], [-0.6, 0.8, 0.7], [-0.8, 0.4, -0.2], [1.0, 1.5, -0.7], [1.0, 0.5, -0.5], [1.5, -1.0, 2.2], [-0.4, -0.5, 1.2], [-0.5, -0.1, -0.4], [0.2, -0.5, -0.8], [0.0, 1.0, 1.5], [2.1, -0.6, 1.8], [0.8, 2.4, 0.5], [0.1, 0.5, -0.5], [-0.8, -3.3, -0.1], [-0.3, 0.1, 0.5], [-1.2, 0.9, 0.5], [1.5, -1.5, -1.0], [3.8, 1.2, 0.6], [-0.4, -0.3, -0.8], [-3.5, -0.9, 0.0], [-0.8, -1.3, -1.4], [0.3, -5.8, -1.7], [-0.2, 6.6, 2.4]]
}


{
  "formula": "C5H20AgO9P",
  "method": "the ωB97M-V functional and the def2-TZVPD basis",
  "gap_ev": [5.986, 5.626],
  "total_charge": -1,
  "s_squared": 0.76,
  "relative_energy_kcal_mol": 12.18,
  "spin_multiplicity": 2,
  "elements": ["Ag", "P", "O", "O", "O", "O", "C", "O", "H", "H", "H", "H", "C", "O", "H", "H", "H", "H", "C", "O", "H", "H", "H", "H", "C", "O", "H", "H", "H", "H", "C", "O", "H", "H", "H", "H"],
  "coordinates": [[-25.144, 18.942, 9.590], [-22.802, 17.557, 9.170], [-24.285, 17.068, 8.984], [-23.104, 19.036, 8.845], [-21.771, 17.276, 8.059], [-22.301, 17.559, 10.628], [-24.596, 18.982, 12.856], [-24.069, 19.209, 11.576], [-25.353, 19.697, 13.177], [-25.059, 18.012, 13.034], [-23.894, 19.040, 13.688], [-23.254, 18.714, 11.464], [-27.768, 19.077, 7.340], [-26.552, 18.542, 7.804], [-28.226, 19.619, 8.167], [-27.569, 19.849, 6.598], [-28.500, 18.335, 7.020], [-26.162, 18.009, 7.107], [-28.356, 20.024, 11.093], [-26.974, 20.232, 10.917], [-28.935, 20.767, 10.545], [-28.660, 19.070, 10.663], [-28.691, 20.049, 12.130], [-26.798, 20.994, 11.474], [-26.992, 16.135, 10.234], [-26.685, 17.479, 10.729], [-28.065, 15.952, 10.293], [-26.692, 16.030, 9.192], [-26.489, 15.410, 10.874], [-26.968, 17.509, 11.646], [-26.277, 21.938, 8.129], [-25.318, 21.254, 8.952], [-26.197, 21.620, 7.090], [-27.306, 21.739, 8.431], [-26.221, 23.025, 8.182], [-24.523, 21.792, 8.962]],
  "forces_ev_per_a": [[0.0, 0.4, 0.0], [2.0, -0.1, -0.7], [0.7, -1.9, -0.1], [-0.3, 3.3, -0.7], [-1.1, -1.1, 1.3], [-0.3, -0.9, -0.3], [0.0, -0.1, 0.8], [-1.6, 1.6, 2.4], [-0.2, 0.4, -0.7], [-0.1, -0.5, -0.6], [0.8, 0.1, -0.2], [1.5, -1.5, -0.9], [0.0, 0.7, 0.4], [-1.1, -0.3, -0.7], [0.0, -0.1, 0.2], [-0.3, -0.2, -0.5], [0.1, -0.1, -0.3], [0.5, -0.2, 0.1], [-0.8, -0.2, -0.6], [-0.8, 0.1, 0.7], [-0.1, 0.4, 0.0], [0.4, -0.1, 0.1], [0.2, 0.0, 0.2], [0.7, 0.1, -0.2], [0.1, 0.8, 0.6], [-0.9, -1.4, -0.6], [-0.3, 0.1, 0.0], [0.4, 0.3, 0.3], [0.2, -0.1, -0.3], [0.1, 0.1, 0.1], [0.0, -0.2, 0.1], [-1.0, 1.4, -0.5], [0.2, 0.0, -0.1], [0.2, -0.5, 0.4], [0.5, 0.1, 0.0], [0.3, -0.3, 0.0]]
}


{
  "formula": "C5H20AlN10O5",
  "method": "the ωB97M-V functional and the def2-TZVPD basis",
  "gap_ev": 3.432,
  "total_charge": 3,
  "relative_energy_kcal_mol": 123.14,
  "elements": ["Al", "C", "O", "N", "N", "H", "H", "H", "H", "C", "O", "N", "N", "H", "H", "H", "H", "C", "O", "N", "N", "H", "H", "H", "H", "C", "O", "N", "N", "H", "H", "H", "H", "C", "O", "N", "N", "H", "H", "H", "H"],
  "coordinates": [[-0.342, 1.684, 0.323], [0.711, -1.228, -2.410], [0.520, -0.331, -1.571], [0.142, -1.246, -3.543], [1.459, -2.332, -2.271], [-0.335, -0.437, -3.913], [0.237, -2.023, -4.182], [1.361, -3.072, -2.951], [2.050, -2.373, -1.452], [-1.691, 1.942, -3.375], [-1.569, 2.333, -2.258], [-1.275, 2.664, -4.389], [-2.100, 0.795, -3.655], [-0.977, 3.623, -4.284], [-1.844, 2.439, -5.193], [-2.499, 0.284, -2.880], [-2.178, 0.434, -4.595], [3.396, 1.906, 1.816], [2.389, 1.398, 1.382], [3.932, 2.917, 1.295], [4.020, 1.465, 2.838], [3.450, 3.318, 0.504], [4.799, 3.334, 1.603], [3.437, 0.757, 3.260], [4.829, 1.944, 3.208], [0.418, -2.271, 1.130], [0.171, -1.090, 1.134], [1.508, -2.863, 1.069], [-0.547, -3.096, 1.099], [1.576, -3.870, 1.027], [2.270, -2.232, 0.866], [-0.436, -4.100, 1.126], [-1.450, -2.776, 0.779], [-2.933, 0.371, 3.135], [-2.317, 0.479, 2.084], [-2.779, 1.120, 4.136], [-3.720, -0.702, 3.352], [-2.047, 1.815, 4.087], [-3.284, 0.856, 4.969], [-3.969, -1.345, 2.614], [-4.382, -0.490, 4.085]],
  "forces_ev_per_a": [[0.4, -2.0, -0.4], [0.9, -0.7, 1.3], [0.6, 0.5, 1.7], [-2.9, 0.8, -5.0], [0.9, 0.1, 2.1], [0.0, -0.2, 0.4], [0.2, 0.3, 0.0], [0.5, 0.0, 0.5], [0.0, -0.6, -0.4], [2.2, 2.6, -1.6], [0.7, 2.2, 6.7], [-0.1, 1.2, -2.4], [-2.7, -6.3, -0.8], [-0.1, -0.1, 0.1], [0.5, 0.8, -0.7], [-0.2, -0.3, -0.4], [-0.3, 0.1, 0.2], [1.3, 0.9, 0.7], [-5.2, -2.5, -1.8], [1.4, 5.0, -3.8], [0.2, -2.8, 3.1], [0.5, 0.2, 0.0], [-0.2, 0.0, -0.1], [1.1, -0.2, 1.1], [-0.2, -0.6, 0.4], [-2.2, -0.2, -0.9], [-0.5, 5.4, 0.3], [7.5, -0.8, -0.3], [-6.2, -3.2, -0.2], [0.5, 0.3, -0.1], [0.7, -0.7, 0.5], [0.0, 0.1, 0.2], [0.0, 0.0, 0.4], [-0.4, -3.1, -0.9], [1.7, 0.6, -3.9], [0.6, 2.9, 3.1], [-0.7, -0.1, 0.0], [-0.4, 0.1, 0.6], [0.6, 0.7, 0.4], [-0.1, 0.3, 0.1], [-0.5, -0.9, -0.2]]
}


{
  "formula": "C5H20BeN10O9S",
  "method": "the ωB97M-V functional and the def2-TZVPD basis",
  "gap_ev": 6.173,
  "relative_energy_kcal_mol": 64.83,
  "elements": ["Be", "S", "O", "O", "O", "O", "C", "O", "N", "N", "H", "H", "H", "H", "C", "O", "N", "N", "H", "H", "H", "H", "C", "O", "N", "N", "H", "H", "H", "H", "C", "O", "N", "N", "H", "H", "H", "H", "C", "O", "N", "N", "H", "H", "H", "H"],
  "coordinates": [[-0.215, -0.140, -0.497], [-2.572, 0.009, -2.570], [-2.863, 1.230, -3.405], [-2.537, 0.387, -1.139], [-3.473, -1.137, -2.754], [-1.218, -0.477, -2.866], [0.801, 3.011, -2.172], [0.801, 2.016, -1.416], [0.064, 3.270, -3.215], [1.605, 4.012, -1.957], [-0.726, 2.725, -3.530], [0.134, 4.121, -3.754], [2.133, 4.151, -1.107], [1.804, 4.585, -2.765], [-1.253, -2.207, 2.190], [-0.932, -1.253, 1.525], [-2.446, -2.244, 2.706], [-0.422, -3.138, 2.636], [-3.042, -1.449, 2.528], [-2.748, -3.006, 3.296], [0.572, -3.180, 2.463], [-0.820, -3.950, 3.086], [3.025, 0.648, 0.504], [1.884, 0.217, 0.734], [3.468, 1.098, -0.654], [3.871, 0.890, 1.419], [2.716, 1.091, -1.329], [4.345, 1.581, -0.786], [4.769, 1.262, 1.144], [3.671, 0.812, 2.406], [-0.959, -3.642, -1.411], [-0.403, -2.664, -1.014], [-0.544, -4.843, -1.151], [-2.119, -3.596, -1.878], [-1.202, -5.588, -1.326], [0.266, -5.124, -0.616], [-2.433, -4.492, -2.223], [-2.690, -2.764, -1.897], [-0.273, 1.995, 2.162], [-0.741, 1.782, 1.098], [0.983, 2.417, 2.211], [-0.927, 2.080, 3.292], [1.607, 2.405, 1.417], [1.420, 2.752, 3.058], [-0.475, 2.463, 4.111], [-1.907, 1.888, 3.444]],
  "forces_ev_per_a": [[-2.7, 0.5, -0.7], [-0.6, 1.3, -1.5], [0.1, -1.7, 1.0], [1.3, 0.3, 2.6], [-0.8, 0.2, -0.1], [3.2, -0.3, 0.3], [-0.9, -2.5, 1.5], [-0.3, -0.3, -0.3], [-2.6, -0.6, -3.0], [3.3, 3.2, 0.8], [-0.1, -0.9, 0.4], [0.2, -0.1, 0.6], [-0.1, -0.4, -0.4], [0.2, 0.3, 0.7], [1.4, 1.1, 0.0], [1.5, 2.1, -2.2], [-3.5, -0.5, 1.3], [1.5, -2.5, 0.8], [-0.1, -0.4, -0.1], [-0.1, 0.4, -0.1], [-0.5, 0.4, -0.5], [0.3, 0.2, 0.0], [-3.0, 0.1, -1.6], [-0.7, -1.0, -0.9], [-0.8, -0.4, -2.8], [3.9, 0.7, 5.1], [0.3, 0.5, -0.7], [-0.5, -0.2, -0.1], [-0.2, -0.1, 0.5], [-0.1, -0.3, -0.3], [1.1, 1.8, 2.2], [3.5, 4.0, 1.7], [1.9, -5.6, 0.5], [-5.4, -1.2, -2.9], [0.4, 0.0, 0.2], [-0.1, 0.8, -0.3], [-0.9, 0.7, -0.2], [-0.1, 0.7, -0.8], [1.0, 1.4, -0.6], [-2.2, -2.4, -3.7], [3.7, 1.2, 1.4], [-1.6, 0.0, 3.9], [-0.9, -0.2, 0.0], [-0.2, -0.2, -0.1], [0.0, -0.2, -0.3], [0.3, -0.1, -0.8]]
}


{
  "formula": "C5H20BrN10O5",
  "method": "the ωB97M-V functional and the def2-TZVPD basis",
  "gap_ev": 8.118,
  "total_charge": -1,
  "relative_energy_kcal_mol": 37.90,
  "elements": ["Br", "C", "O", "N", "N", "H", "H", "H", "H", "C", "O", "N", "N", "H", "H", "H", "H", "C", "O", "N", "N", "H", "H", "H", "H", "C", "O", "N", "N", "H", "H", "H", "H", "C", "O", "N", "N", "H", "H", "H", "H"],
  "coordinates": [[-0.863, 1.359, -1.087], [2.477, -0.279, 1.611], [1.612, -1.135, 1.747], [2.183, 0.848, 0.945], [3.630, -0.167, 2.291], [2.791, 1.638, 1.052], [1.277, 0.962, 0.506], [4.010, -0.832, 2.942], [4.300, 0.547, 2.066], [-1.757, -2.006, 2.137], [-2.927, -2.316, 1.935], [-1.113, -0.986, 1.514], [-0.991, -2.501, 3.159], [-1.421, -0.734, 0.584], [-0.121, -0.905, 1.701], [0.012, -2.462, 3.088], [-1.469, -2.991, 3.894], [-1.041, 2.939, 2.789], [-1.531, 3.754, 2.004], [-0.795, 1.640, 2.607], [-0.727, 3.270, 4.084], [-0.768, 1.097, 3.448], [-1.072, 1.159, 1.760], [-0.482, 2.555, 4.738], [-0.669, 4.263, 4.236], [-2.917, -1.317, -3.870], [-3.171, -1.825, -4.978], [-2.548, -2.044, -2.799], [-2.880, -0.005, -3.633], [-2.479, -3.045, -2.801], [-2.242, -1.568, -1.965], [-3.198, 0.615, -4.356], [-2.378, 0.340, -2.827], [2.554, 0.130, -3.910], [3.440, 0.424, -4.716], [2.274, 0.834, -2.816], [1.832, -1.008, -3.933], [2.757, 1.719, -2.781], [1.346, 0.799, -2.417], [1.148, -1.160, -3.214], [1.921, -1.606, -4.736]],
  "forces_ev_per_a": [[0.2, -0.4, 0.0], [-2.1, 1.6, 0.6], [0.9, -1.5, 0.3], [0.4, 0.5, -0.8], [2.2, -0.5, 1.0], [-0.3, 0.2, -0.3], [0.0, 0.0, -0.2], [-0.6, -0.4, -0.3], [-0.2, 0.1, -0.3], [-0.8, 0.9, 0.2], [0.6, -0.3, 0.1], [-0.3, -0.3, -0.7], [-0.1, -0.5, 0.4], [0.0, 0.1, 0.0], [0.0, 0.0, -0.4], [-0.1, 0.0, 0.2], [0.3, -0.3, -0.2], [-1.2, 1.2, -0.2], [1.0, -0.8, 0.6], [0.1, -1.1, -1.1], [-0.2, 1.3, -0.1], [0.1, -0.5, -0.2], [-0.2, 0.3, 0.1], [0.3, 0.4, 0.3], [0.0, -0.3, 0.6], [0.3, -1.2, -2.1], [-0.3, 0.4, 1.1], [0.4, -0.6, 1.4], [-0.4, 1.1, 0.0], [-0.1, 0.1, -0.4], [-0.1, -0.1, 0.0], [0.3, 0.0, 0.0], [-0.1, 0.5, 0.0], [1.1, -0.5, -0.7], [-0.5, -0.2, 0.1], [0.3, 1.8, 1.2], [-0.2, -0.9, -0.8], [-0.3, 0.0, 0.1], [-0.2, 0.2, 0.3], [-0.1, -0.3, -0.2], [-0.2, 0.0, 0.2]]
}


{
  "formula": "C5H20F3N10O5Y",
  "method": "the ωB97M-V functional and the def2-TZVPD basis",
  "gap_ev": [2.344, 8.780],
  "total_charge": -1,
  "s_squared": 0.75,
  "relative_energy_kcal_mol": 0.00,
  "spin_multiplicity": 2,
  "elements": ["Y", "F", "F", "F", "C", "O", "N", "N", "H", "H", "H", "H", "C", "O", "N", "N", "H", "H", "H", "H", "C", "O", "N", "N", "H", "H", "H", "H", "C", "O", "N", "N", "H", "H", "H", "H", "C", "O", "N", "N", "H", "H", "H", "H"],
  "coordinates": [[-0.584, 0.322, 0.434], [-1.559, 2.358, -0.335], [-2.265, -1.336, 0.015], [0.454, 1.247, 2.291], [2.228, -1.651, -0.504], [1.386, -1.013, 0.027], [2.081, -2.019, -1.694], [3.443, -1.930, -0.173], [1.129, -1.792, -1.942], [2.645, -2.686, -2.201], [3.870, -1.533, 0.651], [3.943, -2.633, -0.699], [-3.575, 1.474, 2.375], [-2.545, 0.876, 2.131], [-3.666, 2.450, 3.170], [-4.661, 1.316, 1.655], [-2.846, 2.686, 3.711], [-4.541, 2.954, 3.200], [-4.537, 0.571, 0.985], [-5.535, 1.495, 2.129], [-0.659, 0.471, -2.894], [-0.373, -0.330, -1.979], [-1.475, 1.514, -2.860], [-0.239, 0.325, -4.119], [-2.006, 1.791, -3.674], [-1.604, 1.909, -1.940], [-0.353, 1.097, -4.760], [0.352, -0.416, -4.470], [2.326, 2.100, -0.782], [1.226, 1.648, -0.410], [2.579, 3.365, -1.161], [3.178, 1.189, -1.309], [1.804, 3.987, -0.980], [3.348, 3.694, -1.727], [4.177, 1.256, -1.440], [2.745, 0.277, -1.276], [-0.101, -2.703, 2.259], [-0.279, -1.487, 2.162], [-1.013, -3.423, 2.790], [1.103, -3.278, 2.255], [-1.777, -2.851, 3.122], [-0.952, -4.400, 3.038], [1.860, -2.640, 2.455], [1.269, -4.250, 2.472]],
  "forces_ev_per_a": [[-0.4, 0.1, 1.9], [0.3, -1.3, 0.1], [1.0, 1.3, 0.2], [-0.7, -0.5, -1.3], [2.2, -0.5, 0.4], [-3.0, 2.6, 3.7], [-3.7, -1.8, -6.9], [4.2, 0.0, 4.1], [-0.2, -0.5, -1.1], [0.0, 0.1, 0.0], [0.0, -0.3, 0.0], [0.5, 0.0, 0.0], [2.5, -2.2, -3.2], [1.1, -0.9, 0.1], [-0.1, 4.2, 4.7], [-2.7, -1.3, -1.8], [-0.3, 0.2, 0.0], [0.7, 0.3, 0.4], [-0.6, -0.2, 0.0], [-0.1, -0.4, -0.6], [-0.6, -1.2, 1.1], [-0.1, 1.4, -0.1], [-0.9, 1.0, 1.1], [2.0, -1.1, -4.3], [0.3, 0.0, 0.4], [-0.8, 0.8, 1.0], [0.1, -0.3, 0.3], [-0.1, -0.1, 0.6], [-1.5, -2.3, -2.5], [1.1, 2.0, 0.2], [-0.8, 1.8, 1.2], [0.7, -0.9, 0.3], [0.3, 0.2, 0.0], [-0.2, -0.6, 0.3], [-0.3, 0.1, 0.1], [0.7, 0.0, 0.0], [2.1, 3.1, 1.2], [0.2, 0.0, -1.0], [-4.8, -2.6, 1.5], [2.7, -0.3, -1.0], [-0.4, -0.5, -0.3], [0.1, 0.5, -0.1], [0.0, -0.1, -0.6], [-0.2, 0.3, 0.0]]
}